Record 1
DFT (wB97M-V/def2-TZVPD) results for one molecule with the formula C7H10O at a distorted geometry.

```
18
Properties=species:S:1:pos:R:3
O 0.2664 0.6849 1.2800
C -0.9104 -0.7880 -0.2412
C 1.0724 -0.5713 1.0927
C -0.2052 0.7169 -0.0485
C 1.8151 -0.2083 -0.1738
C 1.0008 0.4959 -0.9597
C 0.0565 -1.6951 0.5802
C -1.2365 1.8791 -0.2344
H -0.4977 -2.0544 1.3988
H -1.7346 2.1210 0.7378
H 2.5892 -0.9007 -0.5708
H -0.5719 2.7782 -0.4578
H 1.0732 0.6753 -2.0864
H 0.5678 -2.3184 -0.0828
H -0.9259 -1.0130 -1.3447
H 1.5014 -0.8511 2.1124
H -1.9704 -0.7231 0.0513
H -1.8901 1.7719 -1.0533
```

Its HOMO energy is -9.3 eV. Its lowest unoccupied orbital energy is 1.045 eV. The value obtained for the HOMO-LUMO gap is 0.380 Eh.

=====

Record 2
DFT (wB97M-V/def2-TZVPD) results for C9H12B2ClCrF8O13 as an isolated structure at a distorted geometry.

```
46
Properties=species:S:1:pos:R:3
Cr 13.2984 -17.4686 13.1969
Cl 15.6084 -18.7477 15.7408
F 12.7080 -15.6842 12.1819
F 11.0975 -16.1235 13.6376
F 14.3893 -18.3437 11.7615
F 11.6263 -17.5563 12.0887
F 10.4815 -15.5871 11.4939
F 14.7560 -16.5535 10.4530
F 15.0289 -16.5359 12.7493
F 16.5626 -17.5062 11.2581
O 11.9530 -18.2713 14.7120
O 12.2077 -22.0466 12.3365
O 13.3980 -16.1645 15.0920
O 14.8380 -18.9202 16.9428
O 14.6741 -18.6305 14.5941
O 12.5587 -20.8313 10.5672
O 11.4083 -18.2548 16.8449
O 13.5137 -14.0552 15.8143
O 11.1477 -20.1172 15.7174
O 12.6681 -19.8937 12.6229
O 13.5784 -15.7274 17.2469
O 16.3649 -17.5124 15.7356
O 16.4697 -19.8608 15.4820
C 11.0618 -19.1606 17.8730
C 13.3558 -14.5710 18.0736
C 10.8940 -20.4842 17.0704
C 11.5381 -18.8381 15.6772
C 12.4603 -20.8188 11.8834
C 13.4012 -13.4010 17.0897
C 13.5172 -15.3518 15.9800
C 12.2205 -22.1370 10.0809
C 12.2746 -23.0091 11.3121
B 15.2441 -17.2667 11.5210
B 11.4273 -16.1854 12.2772
H 11.8702 -19.1613 18.6003
H 10.1064 -18.9353 18.3443
H 11.4279 -23.6946 11.3315
H 12.3906 -14.6828 18.5573
H 11.2613 -22.0362 9.5697
H 14.2160 -12.6994 17.2304
H 9.8685 -20.8344 17.1514
H 11.6359 -21.2083 17.4001
H 13.1974 -23.5886 11.3655
H 12.8999 -22.4673 9.2949
H 12.4195 -12.9286 17.1156
H 14.1783 -14.3906 18.7640
```

Its HOMO energy (spin up / spin down) is -9.9 / -9.9 eV. Its spin multiplicity is 4. Its lowest unoccupied orbital energy (spin up / spin down) is -3.467 / -1.633 eV. The value obtained for the HOMO-LUMO gap (spin up / spin down) is 0.236 / 0.304 Eh.

=====

Record 3
DFT (wB97M-V/def2-TZVPD) results for one molecule with the formula C21H18N2O4S at a distorted geometry.

```
46
Properties=species:S:1:pos:R:3
S 1.2360 -1.6641 -3.7692
O 0.0185 -2.4294 -3.7923
O 2.6308 -0.1189 1.6753
O 2.4036 -2.2307 -4.3738
O -0.6730 0.2478 6.0263
N 1.0346 -0.1101 -4.3949
N 3.0064 -0.1256 -0.5280
C -2.5870 1.7005 3.3600
C -2.9248 1.2120 6.1294
C 2.2459 -0.5517 3.9689
C 1.5946 -1.2440 -2.0701
C -0.2674 0.5832 3.7969
C 0.7645 -1.6657 -1.0427
C -1.5796 1.0902 4.0962
C 1.0669 -1.2986 0.2525
C 0.2263 0.0860 5.0207
C -3.7487 2.0593 4.0144
C 2.7097 -0.4873 -1.7603
C 1.4858 -0.4787 5.1203
C -1.7608 0.8526 5.4736
C 0.5081 0.5118 2.6488
C 2.2074 -0.5091 0.4621
C -3.9139 1.8189 5.3764
C 1.7631 -0.0688 2.7493
C 1.2488 -0.0260 -5.8288
C -0.0961 -0.4063 -6.4638
C -0.3058 0.3972 -4.1725
C -1.1386 -0.0310 -5.3958
H 2.0637 -0.6942 -6.0989
H -0.1192 -1.4791 -6.6506
H -1.7897 0.7771 -5.7253
H 1.8553 -0.8481 6.0627
H -0.2581 0.1167 -7.4044
H -3.0468 1.0233 7.1836
H 3.2353 -0.9791 3.9903
H -4.8354 2.1125 5.8557
H -1.7506 -0.8941 -5.1425
H 0.4603 -1.6222 1.0840
H -0.6898 -0.0073 -3.2370
H -0.2450 1.4864 -4.0934
H 0.1518 0.9065 1.7095
H -4.5460 2.5351 3.4636
H -2.4591 1.8877 2.3050
H -0.0928 -2.2784 -1.2770
H 3.3850 -0.1613 -2.5374
H 1.5257 1.0050 -6.0670
```

Its HOMO energy is -8.6 eV. Its lowest unoccupied orbital energy is 0.242 eV. The value obtained for the HOMO-LUMO gap is 0.325 Eh.

=====

Record 4
DFT (wB97M-V/def2-TZVPD) results for one molecule with the formula C5H8N2.

```
15
Properties=species:S:1:pos:R:3
N 0.9734 1.0538 -0.0535
N 2.6938 -0.5490 0.3913
C -2.2297 -0.3405 0.2437
C -0.8641 -0.1642 -0.4206
C -0.2798 1.2135 -0.3241
C 0.2339 -1.1508 -0.0640
C 1.3153 -0.3485 0.0934
H -2.9866 0.3211 -0.1951
H -0.9918 -0.3145 -1.5106
H 2.7765 -1.1524 1.2034
H 1.6602 1.7967 0.0415
H 3.1446 -1.0442 -0.3728
H -0.7257 2.1926 -0.4690
H -2.5482 -1.3779 0.1192
H -2.1718 -0.1356 1.3174
```

Its HOMO energy is -7.4 eV. Its lowest unoccupied orbital energy is 0.412 eV. The value obtained for the HOMO-LUMO gap is 0.288 Eh.

=====

Record 5
DFT (wB97M-V/def2-TZVPD) results for C4H9FN2O as an isolated structure at a distorted geometry.

```
17
Properties=species:S:1:pos:R:3
F -2.9088 0.8662 -0.0202
O 1.2644 -0.3363 -0.6592
N 1.1890 2.4519 -0.2665
N 0.1290 0.1279 0.1871
C 2.3088 -0.8995 0.2646
C -2.4784 -0.4274 0.0636
C -1.0338 -0.5493 -0.4939
C 0.2774 1.6772 0.1130
H -2.6512 -0.7771 1.1143
H 1.9295 1.9942 -0.7950
H 3.1754 -1.3066 -0.1212
H -0.7795 -1.6011 -0.3533
H -0.6232 2.0468 1.0372
H -3.1199 -1.0619 -0.6547
H -1.1399 -0.4228 -1.4880
H 1.8060 -1.5892 0.9637
H 2.6553 -0.1930 1.1085
```

Its HOMO energy is -9.8 eV. Its lowest unoccupied orbital energy is 0.901 eV. The value obtained for the HOMO-LUMO gap is 0.393 Eh.

=====

Number 1: DFT total energy -9466.426 eV. Number 2: DFT total energy -100185.012 eV. Number 3: DFT total energy -44074.184 eV. Number 4: DFT total energy -8291.659 eV. Number 5: DFT total energy -12034.418 eV.